Model i:
ORCA calculation (ωB97M-V/def2-TZVPD) on 5 unconnected molecules or ions with the total composition C3H16O4S.

The calculation puts the HOMO energy at -8.51 eV. The gap between HOMO and LUMO comes out at 8.96 eV. The value obtained for the LUMO energy is 0.016 hartree. As for the structure (SMILES): CCSC.O.O.O.O.

```
! wB97M-V def2-TZVPD RIJCOSX def2/J DEFGRID3
* xyz 0 1
C -2.251 0.665 -0.782
C -1.014 0.073 -1.440
S -0.315 1.255 -2.626
C 0.647 0.155 -3.723
H -2.805 1.296 -1.483
H -1.956 1.327 0.029
H -3.001 -0.062 -0.485
H -1.240 -0.818 -2.020
H -0.276 -0.193 -0.687
H 0.494 -0.865 -3.413
H 0.351 0.225 -4.769
H 1.680 0.461 -3.608
O 2.049 -1.758 3.024
H 1.994 -0.872 2.643
H 2.709 -1.622 3.715
O -0.386 -2.777 1.676
H -0.910 -2.761 2.485
H 0.508 -2.850 2.039
O 2.632 1.551 1.756
H 1.681 1.544 1.939
H 2.693 1.690 0.806
O -1.382 0.251 2.963
H -2.128 0.603 2.471
H -1.268 -0.661 2.681
*
```

Atomic partial charges in e from the Löwdin method, atoms 1 to 8: number 1, C, carries -0.185; number 2, C, carries -0.568; number 3, S, carries 0.777; number 4, C, carries -0.401; number 5, H, carries 0.057; number 6, H, carries 0.059; number 7, H, carries 0.070; number 8, H, carries 0.066

Model ii:
ORCA calculation (ωB97M-V/def2-TZVPD) on 5 unconnected molecules or ions with the total composition C3H16O4S.

The calculation puts the HOMO energy at -8.26 eV. The gap between HOMO and LUMO comes out at 8.28 eV. The value obtained for the LUMO energy is 0.001 hartree. As for the structure (SMILES): CCSC.O.O.O.O.

```
! wB97M-V def2-TZVPD RIJCOSX def2/J DEFGRID3
* xyz 0 1
C -3.814 -0.900 -2.681
C -3.235 -1.600 -1.486
S -1.408 -1.982 -1.762
C -0.806 -2.616 -0.093
H -4.880 -0.802 -2.511
H -3.584 -1.349 -3.637
H -3.263 0.028 -2.816
H -3.574 -2.648 -1.574
H -3.371 -1.190 -0.483
H -1.154 -1.998 0.751
H -1.435 -3.507 -0.157
H 0.264 -2.731 -0.067
O 4.880 1.096 4.585
H 5.009 1.719 3.856
H 5.103 0.280 4.118
O 1.094 1.446 1.193
H 0.484 1.041 1.819
H 1.938 1.021 1.360
O 5.277 2.230 1.801
H 4.348 1.981 1.820
H 5.450 2.603 0.929
O -2.333 2.901 -1.010
H -1.653 2.591 -0.399
H -1.810 3.507 -1.546
*
```

Atomic partial charges in e from the Löwdin method, atoms 1 to 8: number 1, C, carries -0.186; number 2, C, carries -0.529; number 3, S, carries 0.710; number 4, C, carries -0.381; number 5, H, carries 0.076; number 6, H, carries 0.065; number 7, H, carries 0.062; number 8, H, carries 0.056

Verdict on stability: model ii comes out at the bottom.

Model i:
ORCA calculation (ωB97M-V/def2-TZVPD) on a gas-phase ion, C5H8N (charge +1).

The calculation puts the HOMO energy (spin up / spin down) at -10.27 / -16.15 eV. The gap between HOMO and LUMO (spin up / spin down) comes out at 6.95 / 8.51 eV. The value obtained for the LUMO energy (spin up / spin down) is -0.122 / -0.281 hartree.

```
! wB97M-V def2-TZVPD RIJCOSX def2/J DEFGRID3
* xyz 1 3
C -1.650 -0.931 0.626
C -1.979 0.283 0.878
C 0.650 0.575 -0.030
C -0.758 0.160 0.130
C 1.816 -0.526 0.089
N -0.152 0.636 -1.215
H -1.873 -1.906 0.995
H -2.695 1.012 1.106
H 0.954 1.531 0.412
H 1.780 -0.792 1.145
H 2.780 -0.186 -0.287
H 1.577 -1.442 -0.450
H -0.423 1.549 -1.392
H -0.027 0.037 -2.008
*
```

Atomic partial charges in e from the Löwdin method, atoms 1 to 8: number 1, C, carries 0.053; number 2, C, carries 0.018; number 3, C, carries -0.167; number 4, C, carries -0.177; number 5, C, carries 0.023; number 6, N, carries 0.247; number 7, H, carries 0.114; number 8, H, carries 0.109

Model ii:
ORCA calculation (ωB97M-V/def2-TZVPD) on a molecular structure, C5H8N.

The calculation puts the HOMO energy (spin up / spin down) at -11.15 / -15.04 eV. The gap between HOMO and LUMO (spin up / spin down) comes out at 6.94 / 8.02 eV. The value obtained for the LUMO energy (spin up / spin down) is -0.155 / -0.258 hartree.

```
! wB97M-V def2-TZVPD RIJCOSX def2/J DEFGRID3
* xyz 1 3
C -2.605 0.007 -0.205
C -1.437 0.668 -0.512
C -1.759 -0.679 0.664
C -0.635 -0.527 -0.217
C 1.848 0.563 -0.457
N 1.144 -0.173 0.519
H -3.569 0.342 -0.433
H -1.562 -0.411 1.695
H -0.040 -1.076 -1.026
H 2.010 -0.013 -1.373
H 1.388 1.546 -0.812
H 2.769 0.770 0.086
H 1.057 0.126 1.478
H 1.391 -1.143 0.593
*
```

Atomic partial charges in e from the Löwdin method, atoms 1 to 8: number 1, C, carries 0.023; number 2, C, carries 0.183; number 3, C, carries -0.085; number 4, C, carries -0.068; number 5, C, carries -0.098; number 6, N, carries 0.008; number 7, H, carries 0.115; number 8, H, carries 0.127

Model iii:
ORCA calculation (ωB97M-V/def2-TZVPD) on a gas-phase ion, C5H8N (charge +1).

The calculation puts the HOMO energy (spin up / spin down) at -11.60 / -17.01 eV. The gap between HOMO and LUMO (spin up / spin down) comes out at 8.28 / 8.96 eV. The value obtained for the LUMO energy (spin up / spin down) is -0.122 / -0.296 hartree.

```
! wB97M-V def2-TZVPD RIJCOSX def2/J DEFGRID3
* xyz 1 3
C -0.607 -0.691 0.354
C 1.401 1.898 -1.239
C 1.407 0.919 -0.343
C -1.193 0.314 -0.519
C -0.780 -1.792 1.316
N 0.221 0.228 -0.161
H 2.213 2.474 -1.559
H 0.445 2.283 -1.648
H 2.360 0.620 0.270
H -1.639 0.113 -1.549
H -1.627 1.142 -0.067
H -1.839 -1.851 1.500
H -0.109 -1.567 2.147
H -0.358 -2.582 0.812
*
```

Atomic partial charges in e from the Löwdin method, atoms 1 to 8: number 1, C, carries -0.153; number 2, C, carries 0.147; number 3, C, carries -0.029; number 4, C, carries 0.032; number 5, C, carries 0.023; number 6, N, carries 0.037; number 7, H, carries 0.077; number 8, H, carries 0.116

Model iv:
ORCA calculation (ωB97M-V/def2-TZVPD) on a gas-phase ion, C5H8N (charge +1).

The calculation puts the HOMO energy (spin up / spin down) at -9.73 / -16.17 eV. The gap between HOMO and LUMO (spin up / spin down) comes out at 4.56 / 9.39 eV. The value obtained for the LUMO energy (spin up / spin down) is -0.190 / -0.249 hartree.

```
! wB97M-V def2-TZVPD RIJCOSX def2/J DEFGRID3
* xyz 1 3
C 1.548 1.580 0.256
C -1.718 -0.743 -1.925
C 0.869 0.908 1.233
C -0.050 -1.118 -0.130
C -0.136 -0.262 1.169
N -0.894 -0.955 -0.981
H 2.248 2.355 0.463
H 1.291 1.507 -0.758
H -1.302 -0.089 -2.635
H -2.708 -1.100 -2.157
H 1.255 1.107 2.270
H 0.541 -2.045 0.101
H -1.149 -0.081 1.247
H 0.205 -1.064 1.847
*
```

Atomic partial charges in e from the Löwdin method, atoms 1 to 8: number 1, C, carries 0.062; number 2, C, carries 0.179; number 3, C, carries -0.061; number 4, C, carries -0.050; number 5, C, carries -0.095; number 6, N, carries 0.084; number 7, H, carries 0.075; number 8, H, carries 0.053

Verdict on stability: model ii comes out at the bottom.

Model i:
ORCA calculation (ωB97M-V/def2-TZVPD) on a gas-phase ion, C5H11IN3O (charge +1).

The calculation puts the HOMO energy (spin up / spin down) at -12.57 / -12.57 eV. The gap between HOMO and LUMO (spin up / spin down) comes out at 8.22 / 8.22 eV. The value obtained for the LUMO energy (spin up / spin down) is -0.160 / -0.160 hartree.

```
! wB97M-V def2-TZVPD RIJCOSX def2/J DEFGRID3
* xyz 1 1
C -0.020 2.117 0.193
C -0.944 -1.427 -0.382
C 0.194 -2.083 0.468
C -1.178 0.036 0.156
C 1.494 -2.106 -0.352
N -0.106 0.899 -0.384
N -0.736 2.669 1.135
N 0.914 0.715 -1.193
O 0.742 2.941 -0.502
I 2.659 -0.167 -0.233
H -0.619 -1.323 -1.399
H -1.908 -1.866 -0.405
H 0.226 -1.413 1.340
H 0.019 -3.145 0.690
H -2.118 0.329 -0.229
H -0.956 0.159 1.252
H 2.219 -2.873 0.024
H 1.402 -2.154 -1.441
H -1.594 2.299 1.566
H -0.681 3.702 1.115
H 0.992 2.693 -1.420
*
```

Atomic partial charges in e from the Löwdin method, atoms 1 to 8: number 1, C, carries -0.429; number 2, C, carries -0.145; number 3, C, carries -0.235; number 4, C, carries -0.104; number 5, C, carries -0.404; number 6, N, carries -0.254; number 7, N, carries 0.253; number 8, N, carries -0.320

Model ii:
ORCA calculation (ωB97M-V/def2-TZVPD) on a molecular structure, C5H11IN3O.

The calculation puts the HOMO energy (spin up / spin down) at -13.28 / -13.39 eV. The gap between HOMO and LUMO (spin up / spin down) comes out at 7.49 / 6.59 eV. The value obtained for the LUMO energy (spin up / spin down) is -0.213 / -0.250 hartree.

```
! wB97M-V def2-TZVPD RIJCOSX def2/J DEFGRID3
* xyz 1 1
C -1.063 -2.141 -0.500
C -0.142 1.174 0.935
C 0.784 1.855 -0.138
C -1.069 0.138 0.300
C 2.261 1.768 0.387
N -0.471 -1.167 0.089
N -2.275 -2.214 -1.001
N 2.909 0.488 0.611
O -0.466 -3.330 -0.683
I 2.173 -0.902 -0.447
H 0.519 0.677 1.698
H -0.688 1.971 1.508
H 0.483 1.343 -1.098
H 0.559 2.867 -0.240
H -1.832 0.032 1.130
H -1.680 0.654 -0.536
H 2.894 2.361 -0.161
H 2.074 2.325 1.404
H -2.998 -1.549 -0.920
H -2.463 -3.086 -1.583
H 0.490 -3.266 -0.755
*
```

Atomic partial charges in e from the Löwdin method, atoms 1 to 8: number 1, C, carries -0.562; number 2, C, carries -0.220; number 3, C, carries -0.237; number 4, C, carries -0.269; number 5, C, carries -0.367; number 6, N, carries -0.047; number 7, N, carries 0.222; number 8, N, carries -0.439

Verdict on stability: model ii comes out at the bottom.